53
Properties=species:S:1:pos:R:3:forces:R:3:mulliken_charge:R:1 method="wB97M-V/def2-TZVPD" e_homo_ev=-11.7 orbital_gap_ev=9.290 fmax_ha_per_bohr=0.0161 energy_ha=-1250.67702 smiles="CC(=O)c1ccc(OC[C@@H](O)CN2CC[NH+](c3ccc(F)cc3)CC2)cc1" charge=+1 e_above_lowest_kj_mol=5.8
C 0.498493 2.731942 3.875430 0.1 -0.1 0.3 -1.48
C 0.292661 1.314465 3.424971 0.0 0.2 0.0 0.61
O 0.843529 0.370070 3.944134 -0.1 0.0 0.2 -0.56
C -0.622919 1.093496 2.272356 -0.2 -0.3 -0.2 0.54
C -1.287818 -0.131319 2.195272 0.1 0.2 0.0 -0.47
C -2.092239 -0.430253 1.120928 -0.2 0.2 -0.2 -0.38
C -2.220613 0.471913 0.058810 0.2 -0.1 0.3 0.29
C -1.592850 1.710381 0.151015 -0.3 0.0 -0.3 -0.27
C -0.818249 2.019533 1.255856 0.0 -0.2 0.3 -1.05
H -0.345485 2.987828 1.303056 0.1 0.1 0.0 0.42
H -1.715191 2.461032 -0.614732 0.0 0.0 -0.1 0.59
O -2.964585 0.013490 -0.987005 0.0 -0.1 0.2 -0.43
C -3.088475 0.751008 -2.181615 0.3 0.2 -0.5 -1.07
C -1.949182 0.476979 -3.188644 -0.8 -0.2 0.1 0.43
H -2.146433 1.116541 -4.058276 0.0 0.0 0.1 0.57
O -0.676849 0.796034 -2.636830 0.2 0.1 -0.1 -0.62
H -0.615860 1.751947 -2.532295 0.0 0.0 0.0 0.39
C -1.892581 -1.001503 -3.689542 0.0 0.5 0.0 -1.29
N -0.976840 -1.838679 -2.982892 -0.1 -0.1 0.1 0.15
C 0.354073 -2.108009 -3.432440 0.1 -0.1 0.0 -0.78
H 0.528181 -1.626325 -4.392593 0.0 0.0 0.0 0.37
H 0.493365 -3.189705 -3.565017 0.1 0.1 0.0 0.41
C 1.375235 -1.583563 -2.382280 0.2 -0.2 -0.8 -0.45
N 0.606870 -1.219633 -1.166274 -0.1 0.4 0.0 1.49
C 1.443111 -0.612661 -0.135301 0.3 0.4 0.4 -0.09
C 1.925213 -1.339004 0.943291 -0.1 0.1 -0.1 -0.45
C 2.723056 -0.719701 1.889028 0.1 0.2 0.0 -0.66
C 3.035744 0.620083 1.732647 -0.2 -0.2 -0.4 0.09
C 2.568152 1.354726 0.653464 0.1 -0.1 0.2 -0.67
C 1.765964 0.729806 -0.280605 0.0 -0.3 -0.1 -0.12
H 1.392685 1.286422 -1.125913 0.0 0.1 -0.1 0.34
H 2.835642 2.394555 0.556447 0.0 0.1 0.0 0.53
F 3.803260 1.226469 2.634942 0.0 0.0 0.1 -0.39
H 3.090990 -1.256317 2.747493 0.0 0.0 0.1 0.46
H 1.687778 -2.382307 1.067604 -0.1 -0.1 0.0 0.49
C -0.211193 -2.377339 -0.748083 -0.5 -0.5 0.2 -0.62
H 0.427190 -3.261063 -0.710639 0.1 0.1 0.0 0.74
H -0.618682 -2.183765 0.243971 0.2 0.0 -0.1 0.32
C -1.340103 -2.554779 -1.793319 -0.1 -0.1 -0.1 -1.15
H -2.278964 -2.154284 -1.413082 0.1 -0.1 0.0 0.40
H -1.477718 -3.627446 -1.996498 0.0 0.1 0.1 0.43
H -0.057216 -0.491764 -1.526317 0.2 -0.2 0.3 -0.70
H 1.890679 -0.692177 -2.739685 -0.1 0.0 0.2 0.47
H 2.118202 -2.338949 -2.123609 0.0 0.1 0.1 0.43
H -2.900567 -1.419398 -3.634867 0.0 0.0 -0.1 0.42
H -1.596602 -0.984984 -4.739988 -0.1 0.0 0.0 0.37
H -4.030086 0.426287 -2.631148 0.1 0.1 0.0 0.46
H -3.163978 1.824928 -1.981141 -0.1 -0.1 0.0 0.35
H -2.650211 -1.353196 1.078664 -0.1 -0.1 0.0 0.55
H -1.166000 -0.835634 3.003939 0.0 -0.1 0.1 0.50
H -0.446612 3.267130 3.916016 -0.1 0.1 0.0 0.42
H 0.973597 2.735626 4.852681 0.0 0.0 0.0 0.40
H 1.157096 3.243182 3.174705 0.1 0.1 -0.1 0.30

***

52
Properties=species:S:1:pos:R:3:forces:R:3:mulliken_spin:R:1 method="wB97M-V/def2-TZVPD" e_homo_ev="-3.1 / -3.9" multiplicity=6 orbital_gap_ev="6.189 / 6.899" fmax_ha_per_bohr=0.0819 energy_ha=-2420.59708 charge=-1
Mn -1.051635 -0.995129 -0.780869 -1.6 -1.6 -2.2 4.94
C -1.012035 -2.550029 2.991931 -0.3 -0.4 0.1 0.01
C -0.802835 -1.142329 2.533531 -0.1 0.7 -1.2 0.02
C -0.364635 -0.167829 3.421631 0.1 0.7 0.0 0.01
C -0.158135 1.135471 2.971831 -0.2 -0.4 -0.4 0.00
C -0.397335 1.486471 1.640631 0.0 -0.5 1.0 0.03
C -0.879435 0.546171 0.726431 0.3 1.2 0.8 -0.14
N -1.051635 -0.873529 1.240431 0.1 3.8 0.0 0.00
N -1.051635 1.065071 -0.659269 -1.2 -1.5 3.7 0.10
Si -2.564635 1.937471 -0.911269 1.1 -0.7 -0.6 -0.02
C -3.718835 1.966171 0.548831 -0.2 0.1 0.3 0.01
C -3.432135 1.201471 -2.409769 -0.3 0.1 0.0 0.01
C -2.103635 3.712771 -1.374569 -0.2 -0.1 0.1 0.01
H -1.761735 -2.582229 3.788631 0.1 0.0 0.0 0.00
H -0.072935 -2.970129 3.365431 -0.5 0.2 0.1 0.00
H -1.363335 -3.181629 2.169331 0.0 0.2 0.1 0.01
H -0.174935 -0.417229 4.458331 0.0 -0.1 0.0 0.00
H 0.196365 1.896071 3.660731 0.0 -0.1 0.0 0.00
H -0.211935 2.505871 1.315631 -0.1 -0.2 -0.1 0.00
H -3.984035 0.953971 0.868231 0.1 0.0 -0.1 0.00
H -4.646235 2.487671 0.291131 0.0 0.0 0.0 0.00
H -3.275135 2.489471 1.401131 0.0 -0.1 0.0 0.00
H -3.737835 0.170071 -2.211269 0.1 0.2 0.0 0.01
H -2.770435 1.203571 -3.281269 0.0 0.0 0.0 0.00
H -4.325335 1.782571 -2.657869 0.0 0.1 -0.1 0.00
H -1.579335 4.201171 -0.547769 0.0 0.0 -0.1 0.00
H -3.001535 4.292871 -1.606069 0.0 0.1 0.0 0.00
H -1.450235 3.723071 -2.252469 0.0 0.0 0.1 0.00
C 2.943265 0.452771 -4.168469 0.1 0.1 -0.2 0.01
C 1.812065 1.092871 -3.671669 -0.1 -0.6 0.5 0.00
C 1.166465 0.593871 -2.534669 0.1 0.7 -0.9 0.01
C 1.634765 -0.541029 -1.854669 0.6 0.9 -1.4 0.02
C 2.766865 -1.179429 -2.394069 0.5 0.0 -0.2 0.02
C 3.419465 -0.687829 -3.529869 -0.5 0.0 0.5 0.00
N 0.940965 -0.995129 -0.780869 0.3 -0.8 0.2 0.05
C 1.632265 -1.448929 0.294631 0.4 -0.8 0.7 -0.03
C 2.762465 -0.809829 0.837131 0.6 0.1 0.3 0.00
C 3.412365 -1.301229 1.974631 -0.6 0.1 -0.7 -0.01
C 2.935265 -2.442329 2.611731 0.1 -0.1 0.2 0.02
C 1.805865 -3.083129 2.111731 0.2 0.4 -0.8 0.00
C 1.162965 -2.584429 0.973231 0.6 -0.7 0.6 0.01
H 3.445365 0.835571 -5.049369 0.0 0.0 0.0 0.00
H 1.421465 1.978071 -4.160869 0.0 0.0 0.0 0.00
H 0.279965 1.100571 -2.159069 0.4 -0.2 0.0 -0.06
H 3.141765 -2.082029 -1.915269 -0.1 0.1 0.0 0.00
H 4.293265 -1.206729 -3.907369 0.0 0.0 0.0 0.00
H 3.137965 0.093071 0.359531 -0.1 -0.1 0.0 0.00
H 4.284865 -0.781829 2.354431 0.0 0.0 0.0 0.00
H 3.435365 -2.824929 3.493831 0.0 0.0 0.0 0.00
H 1.414665 -3.968629 2.599731 0.2 0.0 -0.1 0.00
H 0.277765 -3.091629 0.595131 0.2 0.1 -0.1 0.04
H -2.780335 -0.995129 -0.780869 -0.1 -0.8 -0.4 -0.07

***

52
Properties=species:S:1:pos:R:3:forces:R:3:mulliken_charge:R:1 method="wB97M-V/def2-TZVPD" e_homo_ev=-9.1 orbital_gap_ev=8.758 fmax_ha_per_bohr=0.0137 energy_ha=-1151.13877 smiles="C[C@H](C(=O)N1C[C@]2(C)C[C@H]1CC(C)(C)C2)N1C(=O)c2ccccc2C1=O" charge=0 e_above_lowest_kj_mol=0.0
C -1.334264 -3.662632 -0.564206 0.0 0.1 0.1 -1.88
H -1.646767 -3.921711 0.443454 0.0 -0.1 -0.1 0.38
H -0.471330 -4.266451 -0.835192 0.1 0.0 -0.1 0.43
C -0.952517 -2.188935 -0.620918 0.2 -0.2 0.2 0.39
N -2.101582 -1.310245 -0.455469 0.4 -0.2 -0.1 0.38
C -3.158136 -1.473082 0.442759 -0.2 -0.1 0.2 0.42
O -3.367365 -2.422997 1.145369 0.0 0.1 0.0 -0.62
C -3.980787 -0.242334 0.295678 -0.1 0.6 -0.3 0.08
C -5.138873 0.139417 0.938749 0.1 -0.1 0.0 -0.49
C -5.699467 1.363369 0.585205 0.0 -0.1 0.1 -0.46
C -5.116088 2.167591 -0.381718 0.1 0.1 -0.1 -0.53
C -3.949482 1.779218 -1.032913 0.1 -0.1 0.0 -0.48
C -3.395077 0.566840 -0.679054 -0.5 0.0 0.5 0.30
C -2.180075 -0.122106 -1.163705 0.1 0.1 -0.3 0.33
O -1.385780 0.230630 -2.004995 -0.2 0.1 0.0 -0.66
H -3.490318 2.398429 -1.787601 0.0 0.1 -0.1 0.52
H -5.574951 3.111931 -0.634049 0.0 0.1 0.0 0.40
H -6.604808 1.692653 1.072975 -0.1 0.0 0.0 0.40
H -5.586419 -0.492224 1.689946 0.0 -0.1 0.1 0.51
H -0.533447 -1.941257 -1.600238 -0.1 0.0 0.2 0.77
C 0.058171 -1.877178 0.505733 -0.1 0.0 -0.5 0.18
O -0.180067 -2.176426 1.660197 -0.2 -0.1 0.3 -0.69
N 1.195758 -1.265927 0.144255 0.3 0.0 0.1 -0.05
C 1.613350 -0.801429 -1.166640 0.0 0.1 -0.5 -1.27
H 0.877940 -0.136749 -1.624022 0.0 -0.1 0.0 0.35
C 2.946031 -0.090102 -0.889885 0.2 0.0 -0.2 2.30
C 3.847388 -0.085510 -2.119271 -0.2 0.0 0.2 -2.15
H 4.800754 0.384490 -1.889555 0.1 0.1 0.0 0.44
H 3.378722 0.465306 -2.931523 0.0 0.1 -0.2 0.40
H 4.040423 -1.101174 -2.457877 0.0 -0.1 -0.1 0.48
C 3.491340 -0.929902 0.266922 -0.3 0.0 -0.1 -1.50
C 2.241496 -1.011643 1.130286 0.2 -0.1 0.7 -0.18
C 2.027331 0.319286 1.852763 0.0 -0.1 -0.1 -1.61
H 1.126680 0.248057 2.463900 0.0 0.0 0.1 0.46
H 2.873789 0.462709 2.527393 0.0 0.0 0.1 0.48
C 1.904968 1.526179 0.900215 0.0 0.2 0.1 2.65
C 0.429469 1.773660 0.565021 0.1 0.0 0.0 -2.10
H 0.327792 2.604624 -0.130393 0.0 0.1 -0.1 0.38
H -0.036857 0.901819 0.123277 -0.1 -0.1 -0.1 0.40
H -0.121649 2.021801 1.470593 -0.1 0.0 0.1 0.44
C 2.418063 2.776355 1.628628 -0.1 -0.2 -0.1 -2.12
H 3.466342 2.668866 1.900196 0.1 0.0 0.0 0.52
H 1.846660 2.945410 2.538542 -0.1 0.1 0.1 0.43
H 2.317025 3.653694 0.993287 0.0 0.2 -0.1 0.40
C 2.743595 1.346769 -0.387866 -0.1 -0.2 0.1 -2.07
H 2.289299 1.939393 -1.184549 0.0 0.1 -0.1 0.38
H 3.739792 1.759428 -0.209396 0.1 0.0 0.0 0.41
H 2.245011 -1.827890 1.857622 0.0 0.1 -0.1 0.61
H 4.324348 -0.456042 0.780477 0.1 0.0 0.0 0.46
H 3.799791 -1.917666 -0.078218 0.0 -0.1 0.0 0.39
H 1.781038 -1.653927 -1.837286 0.0 0.1 0.0 0.60
H -2.146268 -3.872383 -1.256903 0.0 0.0 -0.1 0.40

***

The lowest charge belongs to which entry?
C21H26MnN3Si